(1)
{"formula": "C4H10NO", "method": "ωB97M-V with the def2-TZVPD basis set", "largest_force_ha_per_bohr": 0.0515, "e_above_lowest_kcal_mol": 101.4, "charge": -1, "energy_ha": -288.23000, "gap_ev": 7.5, "e_homo_ev": -3.2, "species": ["C", "C", "N", "C", "C", "O", "H", "H", "H", "H", "H", "H", "H", "H", "H", "H"], "positions_angstrom": [[1.4392, 0.8478, 2.2008], [-1.8556, -0.9356, -0.9671], [-1.5855, -2.1940, -0.5789], [-0.3369, -0.8720, -0.7938], [0.1436, 0.5894, -1.2393], [1.4175, 0.8811, -0.9374], [1.9543, 1.6435, 2.7307], [1.9940, -0.0523, 2.4801], [1.3610, 0.8327, 1.0927], [-2.1953, -0.7503, -2.0079], [-2.3908, -0.1890, -0.3557], [0.3804, 0.7742, 2.4725], [0.0638, -0.9190, 0.2184], [0.1910, -1.6684, -1.3222], [-0.5816, 1.2345, -0.6809], [0.0009, 0.7774, -2.3120]], "forces_ev_per_angstrom": [[-0.478, -0.961, -0.387], [-1.853, -0.729, -0.409], [-0.748, 0.180, 0.096], [2.316, -0.962, 0.616], [1.421, 2.230, -0.107], [-0.838, -0.971, 0.137], [-0.208, 0.537, -0.497], [-0.376, -0.233, 0.079], [0.916, 0.792, 0.262], [0.488, 0.049, -0.199], [0.397, -0.068, 0.625], [0.235, -0.054, 0.681], [-0.585, 0.218, 0.093], [0.153, 0.592, -0.466], [-0.097, -0.066, -0.161], [-0.744, -0.553, -0.364]]}

***

(2)
{"formula": "C4H9N2S", "method": "ωB97M-V with the def2-TZVPD basis set", "largest_force_ha_per_bohr": 0.1270, "e_above_lowest_kcal_mol": 110.1, "charge": 1, "energy_ha": -665.11685, "gap_ev": [7.9, 8.0], "e_homo_ev": [-12.3, -12.2], "species": ["C", "C", "C", "C", "N", "N", "S", "H", "H", "H", "H", "H", "H", "H", "H", "H"], "positions_angstrom": [[1.5547, 0.4464, 0.0608], [-0.2609, -0.5496, 0.1141], [-1.2029, -1.4299, 0.9271], [-1.7313, 0.4576, -1.5354], [0.4469, 0.4631, 0.7964], [2.7933, 0.9591, 0.1825], [1.1996, -0.9893, -0.8520], [-1.1524, -2.3718, 0.6465], [-2.1934, -0.9342, 0.8153], [-0.8354, -1.2032, 1.9496], [-2.1547, -0.4754, -1.5764], [-1.1177, 0.7978, -2.3050], [-2.0517, 1.2802, -0.8331], [0.0629, 1.2648, 1.3423], [3.2925, 1.5101, 0.9320], [3.3505, 0.7744, -0.6647]], "forces_ev_per_angstrom": [[2.405, -0.982, 1.323], [-2.925, 0.530, -2.140], [0.568, 6.391, 1.218], [1.991, 1.667, 4.241], [0.195, 2.210, 0.302], [0.302, 0.729, -0.652], [-0.283, 0.209, -0.046], [-0.091, -4.524, -1.049], [0.409, -0.912, 0.215], [-0.569, -0.980, -0.207], [-1.502, -1.680, -0.285], [0.913, 0.265, -1.294], [-0.168, -1.329, -0.952], [0.446, -1.049, -0.517], [-1.586, -0.772, -1.090], [-0.106, 0.227, 0.933]]}

***

(3)
{"formula": "C14H42O7S5", "method": "ωB97M-V with the def2-TZVPD basis set", "largest_force_ha_per_bohr": 0.2921, "e_above_lowest_kcal_mol": 140.2, "energy_ha": -3075.52158, "gap_ev": 7.5, "e_homo_ev": -7.6, "species": ["C", "C", "O", "H", "H", "H", "H", "H", "H", "C", "C", "O", "H", "H", "H", "H", "H", "H", "C", "S", "O", "C", "H", "H", "H", "H", "H", "H", "C", "S", "O", "C", "H", "H", "H", "H", "H", "H", "C", "S", "O", "C", "H", "H", "H", "H", "H", "H", "C", "S", "O", "C", "H", "H", "H", "H", "H", "H", "C", "S", "O", "C", "H", "H", "H", "H", "H", "H"], "positions_angstrom": [[0.3517, -0.2593, -0.7204], [0.5797, -0.9023, 0.6016], [0.7827, 0.0577, 1.6266], [0.7117, -0.8573, -1.4854], [1.0607, 0.6367, -1.0664], [-0.7273, 0.0447, -0.9924], [1.4177, -1.5233, 0.6466], [-0.3423, -1.3843, 1.0276], [0.9357, -0.2793, 2.3956], [-0.8043, 3.1667, -0.2344], [-1.9653, 3.3267, -1.1484], [-1.5743, 4.4007, -2.0024], [-1.3383, 2.3357, 0.3416], [-0.6323, 4.0217, 0.3436], [-0.1603, 3.0737, -0.9824], [-3.0323, 3.9077, -0.7034], [-2.0623, 2.4757, -1.8764], [-1.1903, 4.0947, -2.9634], [-2.1293, -2.4513, -0.9824], [-3.0073, -3.8863, -0.4974], [-3.4243, -3.7233, 0.9096], [-4.5453, -3.6483, -1.4234], [-2.7323, -1.6513, -0.6324], [-1.9143, -2.6303, -1.8584], [-1.2773, -2.2833, -0.4524], [-4.8643, -2.6533, -1.1714], [-5.3863, -4.2593, -1.2664], [-4.2923, -3.6073, -2.3724], [4.0157, -0.7283, 2.1666], [3.2457, -1.7493, 3.4726], [1.7637, -1.3173, 3.6876], [3.2277, -3.3443, 2.5806], [3.3587, -0.1233, 1.5106], [4.5407, -1.4243, 1.5696], [4.9817, -0.1173, 2.6416], [2.5307, -4.0623, 2.7986], [4.1397, -3.9873, 2.3326], [2.6877, -3.1093, 1.5756], [3.2537, 3.2737, 0.2696], [3.6457, 3.6047, -1.5574], [4.9077, 2.9807, -1.8494], [2.4687, 2.5377, -2.3714], [3.8027, 2.2927, 0.3036], [2.2287, 3.1177, 0.3616], [3.6087, 4.2527, 0.9166], [1.4007, 2.3527, -1.9154], [2.5947, 1.4757, -2.4824], [2.6387, 2.8257, -3.3424], [-0.6463, 1.3227, -3.5744], [-1.2703, 2.5127, -4.7194], [-1.5353, 3.6327, -3.7134], [0.2487, 2.9507, -5.3574], [-1.4463, 0.9737, -2.9814], [0.0587, 1.7897, -2.7014], [-0.0913, 0.5147, -3.7514], [1.1127, 3.1287, -4.6304], [0.0627, 3.9057, -6.0874], [0.6247, 2.1227, -5.8964], [-2.5423, -2.8013, 6.0726], [-1.0693, -2.8563, 5.0646], [-0.6943, -4.3433, 4.8876], [-1.7123, -2.2463, 3.4706], [-2.5323, -3.5183, 7.0116], [-3.2753, -3.3393, 5.3536], [-2.8583, -1.8253, 6.3976], [-2.4573, -1.4063, 3.6766], [-2.4053, -2.8473, 2.8876], [-1.0483, -1.9663, 2.8616]], "forces_ev_per_angstrom": [[-0.317, 3.328, -1.424], [-2.146, 1.439, 2.766], [-1.248, 5.217, -8.132], [0.123, -2.136, -1.576], [-1.527, -1.364, 1.941], [1.715, -0.390, 0.807], [1.184, -1.546, -0.546], [0.762, -0.544, -1.341], [1.601, -3.882, 7.469], [-5.711, -2.268, 3.125], [-2.515, 5.536, -2.008], [-0.089, 3.337, 6.037], [2.500, 0.162, 0.159], [0.160, 1.158, 0.838], [3.855, -1.398, -2.065], [2.614, -2.873, -0.672], [-0.818, 0.036, 1.459], [2.757, 3.247, 6.758], [-3.940, 1.006, 7.359], [-0.729, -2.317, 0.763], [0.112, 0.251, 0.832], [0.445, 1.823, 3.359], [-0.892, 1.248, -0.767], [1.862, -0.651, -9.410], [2.496, -0.569, 1.703], [-0.224, 0.659, 0.324], [-0.387, -1.458, 0.653], [1.070, -0.108, -4.931], [2.347, 1.570, 1.192], [-1.842, 0.324, 0.932], [2.577, -0.984, -0.684], [0.509, 0.849, -4.268], [0.103, -0.251, 0.893], [0.419, -0.907, -0.935], [-3.050, -1.142, -0.952], [-1.941, -1.425, 2.378], [-0.574, 1.751, 0.636], [1.433, 0.068, 1.049], [2.892, 1.527, -0.815], [-2.483, 1.110, 1.814], [2.755, -0.993, -0.333], [-2.764, -1.826, 2.698], [-0.235, 1.136, 0.970], [-1.837, -0.157, 0.346], [-0.588, -2.994, -1.621], [1.887, 2.113, -1.073], [1.758, -0.850, 0.707], [-0.786, 1.156, -2.499], [0.418, 2.936, 3.985], [0.560, -0.074, 1.394], [-4.440, -6.083, -12.998], [2.285, 3.118, -1.968], [-1.317, -0.369, 0.382], [-2.008, -0.227, -2.534], [2.025, -3.321, -2.235], [-1.840, 0.288, -0.500], [0.692, -2.392, 1.792], [0.256, -0.848, -1.288], [-2.066, -3.458, -0.103], [1.955, -1.646, -0.536], [-0.852, 2.124, 0.240], [-7.472, -0.839, 4.893], [0.715, 1.491, -1.983], [0.484, 1.168, 1.411], [-0.027, 0.443, -0.265], [1.408, -0.436, 0.118], [0.153, -1.245, 0.401], [5.778, 2.353, -4.122]]}

***

(4)
{"formula": "C6H10S", "method": "ωB97M-V with the def2-TZVPD basis set", "largest_force_ha_per_bohr": 0.0872, "e_above_lowest_kcal_mol": 170.5, "energy_ha": -632.53778, "gap_ev": [8.0, 8.0], "e_homo_ev": [-7.6, -7.6], "species": ["C", "C", "C", "C", "C", "C", "S", "H", "H", "H", "H", "H", "H", "H", "H", "H", "H"], "positions_angstrom": [[1.3491, -0.6508, -0.5050], [0.6429, -0.9128, 1.9892], [-0.1426, 1.0638, 0.8699], [0.3510, 0.3234, -0.4672], [-0.4476, -0.1878, 1.6049], [-0.8056, 0.0053, -1.4762], [0.8356, -2.3828, 1.0761], [2.2591, -0.3539, 0.2252], [1.3876, -0.6102, 2.7196], [0.7275, 1.6773, 1.1889], [-1.0235, 1.8637, 0.8539], [0.8447, 1.1598, -0.9760], [-1.3225, -0.5839, 1.0980], [-1.8002, 0.1855, -1.2616], [-0.6631, -0.9547, -1.7582], [-0.6934, 0.6328, -2.4013], [-0.4572, -2.3796, 0.6267]], "forces_ev_per_angstrom": [[4.241, -0.928, 1.126], [-2.158, -0.470, 0.584], [-0.673, 2.154, 1.365], [-3.407, 2.466, -1.297], [0.797, 1.309, 0.559], [1.760, 2.986, -0.753], [-0.285, 0.253, -0.294], [-1.827, -0.625, -1.292], [0.285, 0.143, -0.757], [-0.343, -0.710, 0.285], [1.566, -1.932, -0.779], [0.843, -0.131, -0.095], [0.126, -0.937, 0.205], [-2.057, 0.288, 1.417], [0.124, -3.129, -1.076], [0.291, -0.575, 0.675], [0.717, -0.164, 0.126]]}

***

(5)
{"formula": "C18H25F4O11", "method": "ωB97M-V with the def2-TZVPD basis set", "largest_force_ha_per_bohr": 0.0797, "charge": -1, "energy_ha": -1927.85895, "gap_ev": 3.3, "e_homo_ev": -1.1, "species": ["C", "C", "O", "C", "O", "C", "C", "C", "C", "C", "C", "F", "H", "H", "H", "H", "H", "H", "H", "H", "H", "H", "H", "H", "H", "H", "H", "H", "C", "C", "O", "C", "O", "O", "F", "H", "H", "H", "C", "C", "O", "C", "O", "O", "F", "H", "H", "H", "C", "C", "O", "C", "O", "O", "F", "H", "H", "H"], "positions_angstrom": [[0.5974, -3.0682, 0.1343], [1.4727, -2.5205, -1.0796], [2.4338, -1.4913, -0.7338], [1.8537, -0.4270, 0.0009], [1.9340, -0.4852, 1.2591], [1.1619, 0.8656, -0.6087], [0.5620, 0.6982, -2.0857], [-1.0458, 0.9314, -2.0973], [-1.8988, -0.3972, -2.3986], [-2.6259, -0.9743, -1.0900], [-3.4779, 0.0991, -0.2740], [-4.8022, -0.3320, 0.0922], [1.1948, -3.5801, 0.9578], [-0.0857, -2.2814, 0.6017], [-0.1130, -3.8644, -0.3008], [2.0905, -3.4150, -1.4590], [0.7629, -2.2540, -1.9264], [1.9409, 1.7129, -0.6667], [0.3986, 1.2258, 0.1665], [0.8770, -0.2636, -2.6079], [0.9933, 1.5520, -2.7320], [-1.2943, 1.4553, -1.1170], [-1.2853, 1.6883, -2.9271], [-1.1333, -1.2092, -2.7116], [-1.9064, -1.5501, -0.3850], [-3.3728, -1.7770, -1.4519], [-3.4788, 1.0638, -0.9029], [-2.8645, 0.3656, 0.6658], [-1.6449, 4.8523, 0.9616], [-2.3908, 5.8019, 0.0778], [-1.7640, 5.6336, -1.1788], [-1.3098, 4.3450, -1.1890], [-0.9693, 3.7580, -2.1687], [-1.3011, 3.8071, 0.0617], [-2.2143, 7.0869, 0.4805], [-0.7320, 5.2903, 1.3755], [-2.2539, 4.4797, 1.7771], [-3.4594, 5.5867, -0.0131], [5.2265, -5.6782, -2.9212], [4.7687, -6.7874, -2.0262], [3.4009, -6.4969, -1.8274], [2.9997, -5.8431, -2.9549], [1.8578, -5.6794, -3.2657], [4.0621, -5.4068, -3.6889], [5.3994, -6.7392, -0.8272], [5.5132, -4.7807, -2.3660], [6.0581, -5.9753, -3.5615], [4.8729, -7.7868, -2.4587], [-1.5371, 1.9201, 4.9301], [-1.1989, 2.8721, 6.0338], [-1.0721, 4.1102, 5.3624], [-1.9018, 4.0264, 4.2859], [-2.2622, 4.9661, 3.6390], [-2.2772, 2.7435, 4.0375], [-0.0070, 2.5623, 6.5978], [-0.6505, 1.5351, 4.4189], [-2.1364, 1.0770, 5.2752], [-1.9653, 2.9522, 6.8102]], "forces_ev_per_angstrom": [[-0.609, -0.331, -0.191], [-0.707, -2.085, 0.018], [-1.626, 1.311, 0.219], [0.110, 0.515, 3.979], [-0.063, -0.010, -4.099], [0.683, -0.408, -0.880], [-0.459, 1.541, -0.297], [0.189, -0.853, -0.933], [0.622, 0.004, 1.445], [-0.535, -0.812, -0.516], [2.253, 0.422, -0.443], [1.399, 0.546, -0.342], [-0.523, 0.859, -1.107], [1.094, -0.951, -0.695], [1.083, 1.179, 0.513], [-0.692, 1.494, 0.548], [0.936, 0.167, 1.108], [-0.814, -1.491, 0.332], [1.006, -0.804, -1.211], [-0.542, 1.171, 0.919], [-0.348, -1.240, 0.988], [0.110, -0.665, -1.104], [0.576, -1.168, 1.312], [-1.045, 0.939, 0.365], [-1.081, 0.884, -0.401], [0.995, 1.101, 0.593], [-0.772, -1.487, 0.794], [-1.386, -0.453, -0.939], [-0.062, -0.542, 0.528], [0.233, 0.507, -0.093], [-0.381, -0.370, 0.388], [0.730, -1.189, -1.221], [-0.058, 1.203, 0.786], [-0.064, 0.455, -0.557], [-0.164, 0.222, -0.039], [-0.126, 0.216, -0.113], [0.095, -0.140, -0.447], [0.034, 0.192, 0.030], [0.709, 0.381, -0.510], [-0.002, 0.047, 0.708], [0.350, -0.106, -0.626], [-1.806, 0.551, -0.607], [1.142, -0.169, 0.327], [-0.262, -0.348, 0.375], [0.070, -0.210, 0.085], [-0.066, -0.183, 0.184], [-0.206, 0.047, -0.110], [0.058, -0.008, 0.186], [-0.153, -1.001, -0.192], [0.652, -0.015, 0.252], [-0.628, -0.227, -0.154], [-0.426, 0.697, -0.787], [0.213, -0.546, 1.124], [0.152, 0.776, 0.235], [-0.015, 0.068, 0.207], [0.063, 0.135, 0.174], [-0.111, 0.161, -0.186], [0.176, 0.020, 0.078]]}